1.
Density functional theory data (the ωB97M-V functional and the def2-TZVPD basis) for a molecular structure, C37H34F6N3O6P2RbS4.

The geometry in XYZ format:
```
93
C37H34F6N3O6P2RbS4 the ωB97M-V functional and the def2-TZVPD basis
Rb -1.42 -1.74 -0.49
S 1.11 -2.77 1.48
P 1.76 -0.89 1.11
C 0.57 0.16 0.57
P 0.84 1.77 0.25
S -0.40 2.64 -1.10
C 2.58 2.28 -0.20
C 3.60 2.33 0.75
C 4.91 2.62 0.39
C 5.23 2.84 -0.94
C 4.23 2.75 -1.91
C 2.92 2.48 -1.54
C 0.50 2.83 1.76
C -0.52 2.37 2.59
C -0.93 3.08 3.71
C -0.31 4.29 4.03
C 0.70 4.77 3.21
C 1.10 4.05 2.08
C 3.13 -1.08 -0.14
C 2.76 -1.66 -1.36
C 3.67 -1.82 -2.40
C 4.99 -1.38 -2.25
C 5.37 -0.78 -1.06
C 4.45 -0.64 -0.01
C 2.68 -0.50 2.69
C 2.16 0.47 3.54
C 2.74 0.72 4.79
C 3.85 -0.01 5.21
C 4.37 -0.99 4.37
C 3.78 -1.24 3.13
H 3.37 2.12 1.79
H 5.69 2.66 1.15
H 6.26 3.05 -1.23
H 4.48 2.90 -2.96
H 2.13 2.44 -2.28
H -0.96 1.40 2.36
H -1.73 2.70 4.34
H -0.62 4.85 4.91
H 1.19 5.71 3.45
H 1.87 4.46 1.44
H 1.75 -2.01 -1.48
H 3.35 -2.28 -3.33
H 5.70 -1.49 -3.06
H 6.38 -0.42 -0.93
H 4.76 -0.15 0.90
H 1.29 1.02 3.23
H 2.31 1.48 5.44
H 4.30 0.18 6.18
H 5.22 -1.58 4.69
H 4.16 -2.05 2.51
F -0.36 -4.15 -1.17
C -0.95 -5.21 -0.61
F -1.30 -6.05 -1.60
F -0.06 -5.82 0.16
S -2.51 -4.86 0.40
O -2.45 -3.49 0.87
O -2.51 -5.94 1.34
N -3.67 -5.04 -0.66
S -3.95 -3.76 -1.55
O -4.93 -2.85 -1.02
O -2.76 -3.20 -2.15
C -4.80 -4.61 -2.91
F -4.01 -5.54 -3.45
F -5.93 -5.18 -2.47
F -5.10 -3.70 -3.82
C 0.75 0.24 -3.67
O -0.25 -0.76 -3.54
C -1.42 -0.46 -4.27
C -2.29 0.58 -3.58
O -3.25 -0.02 -2.72
C -4.38 -0.51 -3.41
H 1.13 0.26 -4.69
H 1.55 -0.01 -2.98
H 0.38 1.23 -3.39
H -1.97 -1.39 -4.36
H -1.15 -0.12 -5.28
H -2.80 1.20 -4.33
H -1.66 1.21 -2.96
H -4.89 0.31 -3.94
H -5.05 -0.95 -2.68
H -4.12 -1.28 -4.14
N -7.16 3.30 3.20
C -6.34 2.70 2.67
C -5.30 1.93 1.99
C -5.29 0.55 2.08
C -4.29 -0.14 1.41
N -3.35 0.47 0.69
C -3.37 1.80 0.60
C -4.33 2.57 1.24
H -6.05 0.03 2.65
H -4.25 -1.22 1.45
H -2.57 2.26 0.02
H -4.31 3.65 1.17
```

## Properties
E_LUMO (eV): 3.7
Charge: -2
HOMO level (eV): -1.7
Largest force on an atom (eV/A): 2.80
Multiplicity: 1
HOMO-LUMO gap (eV): 5.36

2.
Density functional theory data (the ωB97M-V functional and the def2-TZVPD basis) for a molecular structure, C37H34NOP2SYb.

The geometry in XYZ format:
```
77
C37H34NOP2SYb the ωB97M-V functional and the def2-TZVPD basis
Yb -0.32 -1.29 -0.28
C 1.74 -2.43 2.28
N 0.70 -1.56 1.77
P 0.93 0.19 -3.09
C 2.66 -0.04 -2.66
C 3.14 -1.23 -3.31
C 4.52 -1.42 -3.39
C 5.41 -0.57 -2.79
C 4.94 0.50 -2.02
C 3.61 0.88 -2.11
C 0.94 1.84 -3.84
C -0.16 2.79 -3.59
C 0.20 4.20 -3.87
C 1.42 4.55 -4.29
C 2.24 3.53 -4.86
C 2.06 2.22 -4.54
P 0.08 -0.49 2.81
C -0.33 -1.17 4.44
C -1.61 -1.61 4.57
C -2.17 -1.84 5.83
C -1.30 -2.00 6.92
C 0.02 -1.66 6.78
C 0.48 -1.10 5.57
C 1.33 0.81 3.04
C 1.22 1.77 4.08
C 2.25 2.67 4.43
C 3.44 2.57 3.68
C 3.46 1.82 2.46
C 2.50 0.82 2.23
H 2.07 -2.32 3.28
H 2.68 -2.27 1.67
H 1.42 -3.47 2.11
H 2.50 -1.94 -3.84
H 4.88 -2.38 -3.70
H 6.47 -0.75 -3.01
H 5.58 1.02 -1.33
H 3.24 1.73 -1.56
H -0.84 2.59 -4.39
H -0.75 4.86 -3.88
H 1.92 5.49 -4.26
H 2.98 3.89 -5.58
H 2.80 1.49 -4.82
H -2.24 -1.79 3.69
H -3.24 -1.91 5.94
H -1.74 -2.24 7.92
H 0.69 -1.73 7.66
H 1.55 -0.79 5.48
H 0.29 1.87 4.68
H 2.26 3.33 5.33
H 4.31 3.18 3.96
H 4.32 1.94 1.79
H 2.62 0.02 1.48
O -1.98 0.27 -0.32
S -2.65 -0.13 -1.63
C -4.31 0.43 -1.58
C -5.29 -0.11 -0.73
C -6.59 0.36 -0.89
C -6.89 1.42 -1.71
C -5.98 1.80 -2.62
C -4.70 1.25 -2.64
C -2.47 -1.91 -1.63
C -2.83 -2.60 -0.39
C -2.25 -3.80 -0.05
C -1.13 -4.29 -0.74
C -0.57 -3.52 -1.75
C -1.30 -2.40 -2.26
H -5.00 -0.79 0.05
H -7.37 -0.08 -0.35
H -7.89 1.85 -1.60
H -6.17 2.72 -3.20
H -3.98 1.63 -3.33
H -3.45 -2.10 0.33
H -2.56 -4.38 0.79
H -0.61 -5.27 -0.43
H 0.31 -3.85 -2.31
H -0.90 -1.90 -3.18
H -0.62 2.81 -2.67
```

## Properties
E_LUMO (alpha / beta) (eV): -7.8 / -8.6
Charge: +2
HOMO level (alpha / beta) (eV): -10.7 / -10.7
Expectation value of S²: 0.782
Largest force on an atom (eV/A): 4.18
Multiplicity: 2
HOMO-LUMO gap (alpha / beta) (eV): 2.88 / 2.12

3.
Density functional theory data (the ωB97M-V functional and the def2-TZVPD basis) for a molecular structure, C37H35Br2N5O6Y.

The geometry in XYZ format:
```
86
C37H35Br2N5O6Y the ωB97M-V functional and the def2-TZVPD basis
Y -0.48 -0.08 -0.64
C -0.29 7.44 0.66
C -0.07 5.96 0.55
C 1.07 5.34 1.00
C 1.26 3.95 0.88
C 2.44 3.37 1.41
N 2.69 2.10 1.42
C 3.88 1.48 1.98
C 4.37 0.33 1.11
C 3.43 -0.88 1.12
N 3.44 -1.52 2.43
C 2.51 -1.79 3.32
C 1.12 -1.65 3.46
C 0.65 -2.18 4.70
C -0.66 -2.27 5.04
C -1.14 -2.84 6.35
C -1.58 -1.85 4.07
C -1.23 -1.31 2.85
C -2.36 -1.06 1.96
N -2.40 -0.55 0.79
C -3.68 -0.67 0.09
C -4.23 0.63 -0.48
C -3.37 1.29 -1.55
N -2.11 1.78 -0.98
C -2.04 3.04 -0.78
C -0.92 3.76 -0.18
C -1.05 5.13 -0.03
C 0.27 3.12 0.26
O 0.49 1.87 0.10
C 0.16 -1.13 2.51
O 0.53 -0.55 1.44
H 0.60 7.94 1.04
H -1.11 7.66 1.34
H -0.54 7.88 -0.31
H 1.85 5.93 1.46
H 3.19 4.02 1.85
H 1.95 1.52 1.00
H 3.67 1.13 2.99
H 4.66 2.25 2.06
H 5.36 0.03 1.45
H 4.47 0.68 0.08
H 3.77 -1.62 0.39
H 2.41 -0.62 0.88
H 4.36 -1.84 2.71
H 2.96 -2.28 4.18
H 1.40 -2.54 5.41
H -0.30 -3.07 7.00
H -1.71 -3.75 6.20
H -1.78 -2.13 6.88
H -2.64 -1.98 4.28
H -3.30 -1.45 2.37
H -4.43 -1.10 0.76
H -3.53 -1.38 -0.72
H -4.42 1.35 0.33
H -5.20 0.40 -0.93
H -3.92 2.11 -2.02
H -3.12 0.57 -2.34
H -2.88 3.67 -1.06
H -1.97 5.60 -0.38
Br 2.66 1.33 -2.42
C 2.58 -0.55 -2.30
C 3.45 -1.31 -3.05
C 3.38 -2.69 -2.92
C 2.47 -3.24 -2.03
C 1.62 -2.39 -1.34
N 1.67 -1.06 -1.47
C 0.57 -2.92 -0.38
O 0.89 -3.80 0.40
O -0.56 -2.32 -0.48
H 4.14 -0.84 -3.73
H 4.03 -3.32 -3.51
H 2.38 -4.31 -1.88
Br -4.63 -4.68 -6.14
C -3.36 -3.46 -5.44
C -3.28 -3.27 -4.07
C -2.36 -2.37 -3.57
C -1.52 -1.67 -4.43
C -1.60 -1.89 -5.80
C -2.53 -2.78 -6.31
C -0.50 -0.70 -3.89
O 0.51 -0.44 -4.51
O -0.79 -0.17 -2.73
H -3.93 -3.84 -3.41
H -2.26 -2.24 -2.50
H -0.92 -1.36 -6.45
H -2.60 -2.94 -7.38
```

## Properties
ΔE to the lowest compared entry with this formula, charge and spin (kJ/mol): 80.5
E_LUMO (eV): -3.3
Charge: +1
HOMO level (eV): -10.4
Largest force on an atom (eV/A): 0.56
Multiplicity: 1
HOMO-LUMO gap (eV): 7.10

4.
Density functional theory data (the ωB97M-V functional and the def2-TZVPD basis) for a molecular structure, C37H35InN6P2S.

The geometry in XYZ format:
```
82
C37H35InN6P2S the ωB97M-V functional and the def2-TZVPD basis
In 1.47 0.10 0.33
N 3.28 2.98 3.22
C 3.08 2.05 2.30
S 2.25 2.53 0.85
N 3.58 0.85 2.51
N 3.37 -0.08 1.62
C 4.12 -1.11 1.47
C 3.91 -1.94 0.30
C 4.64 -3.12 0.11
C 4.49 -3.82 -1.07
C 3.62 -3.33 -2.04
C 2.93 -2.16 -1.77
N 3.07 -1.49 -0.64
H 3.07 3.95 3.02
H 3.88 2.78 4.01
H 4.97 -1.30 2.12
H 5.31 -3.47 0.87
H 5.04 -4.74 -1.24
H 3.48 -3.84 -2.97
H 2.25 -1.72 -2.49
N -0.22 -2.09 -1.06
P -0.98 -0.57 -0.71
C -2.63 -1.19 -0.15
C -3.36 -0.65 0.90
C -4.67 -1.04 1.12
C -5.28 -1.95 0.28
C -4.55 -2.52 -0.76
C -3.24 -2.15 -0.97
C -1.42 -0.10 -2.41
C -0.64 -0.42 -3.51
C -1.07 -0.08 -4.78
C -2.27 0.59 -4.96
C -3.05 0.92 -3.86
C -2.63 0.58 -2.59
C 0.33 -2.85 -0.05
C 0.39 -4.24 -0.15
C 0.94 -4.97 0.89
C 1.42 -4.29 2.00
C 1.37 -2.91 2.00
N 0.84 -2.20 1.01
H -0.61 -2.67 -1.80
H -2.91 0.08 1.57
H -5.22 -0.62 1.94
H -6.31 -2.23 0.44
H -5.01 -3.25 -1.41
H -2.70 -2.59 -1.79
H 0.31 -0.92 -3.36
H -0.46 -0.33 -5.64
H -2.60 0.85 -5.95
H -3.99 1.44 -4.00
H -3.24 0.82 -1.73
H 0.00 -4.73 -1.03
H 0.97 -6.04 0.84
H 1.82 -4.82 2.85
H 1.74 -2.33 2.84
C -3.15 2.80 0.58
P -1.62 1.86 0.23
C -0.59 3.09 -0.65
C 0.27 2.65 -1.66
C 1.07 3.55 -2.34
C 1.03 4.90 -2.02
C 0.15 5.35 -1.05
C -0.66 4.45 -0.37
C -0.83 1.72 1.89
C -0.53 0.46 2.41
C 0.09 0.32 3.64
C 0.41 1.45 4.39
C 0.08 2.70 3.89
C -0.52 2.84 2.66
H -2.96 3.60 1.29
H -3.91 2.14 0.98
H -3.50 3.22 -0.37
H 0.28 1.61 -1.95
H 1.73 3.20 -3.13
H 1.68 5.60 -2.53
H 0.10 6.40 -0.81
H -1.36 4.84 0.36
H -0.85 -0.44 1.89
H 0.30 -0.67 4.03
H 0.88 1.34 5.35
H 0.30 3.58 4.48
H -0.75 3.83 2.29
```

## Properties
ΔE to the lowest compared entry with this formula, charge and spin (kJ/mol): 172.5
E_LUMO (eV): -6.5
Charge: +2
HOMO level (eV): -13.4
Largest force on an atom (eV/A): 2.06
Multiplicity: 1
HOMO-LUMO gap (eV): 6.89

5.
Density functional theory data (the ωB97M-V functional and the def2-TZVPD basis) for a molecular structure, C37H35N4O3TeV.

The geometry in XYZ format:
```
81
C37H35N4O3TeV the ωB97M-V functional and the def2-TZVPD basis
V 0.93 -0.82 -1.88
O -0.59 -2.26 -5.09
C 0.15 -2.02 -4.20
N 0.64 -0.78 -3.74
C 0.98 0.37 -4.43
O 0.68 0.72 -5.53
C 2.04 1.10 -3.58
C 2.75 2.17 -4.06
C 3.85 2.62 -3.35
C 4.21 1.97 -2.19
C 3.44 0.90 -1.76
N 2.35 0.47 -2.42
C 0.81 -3.11 -3.34
C 0.66 -4.45 -3.61
C 1.39 -5.36 -2.86
C 2.26 -4.90 -1.89
C 2.35 -3.53 -1.67
N 1.62 -2.65 -2.36
H 2.43 2.61 -5.00
H 4.43 3.46 -3.71
H 5.08 2.26 -1.63
H 3.70 0.36 -0.87
H -0.01 -4.74 -4.40
H 1.30 -6.42 -3.05
H 2.87 -5.58 -1.31
H 3.02 -3.13 -0.92
C 0.19 5.73 3.80
C 0.48 4.45 3.06
C 0.40 4.39 1.67
C 0.62 3.21 0.96
C 0.55 3.27 -0.55
C 0.91 2.07 1.70
Te 0.95 0.17 0.78
N -0.24 0.61 -0.77
C -0.95 -0.55 -1.12
O -0.44 -1.72 -0.73
C -2.25 -0.45 -1.82
C -3.04 -1.59 -1.91
C -4.29 -1.52 -2.50
C -4.75 -0.32 -3.01
C -3.96 0.82 -2.93
C -2.71 0.76 -2.33
C -0.38 -0.79 2.08
C -1.66 -0.29 2.27
C -2.24 0.97 1.65
C -2.51 -1.02 3.11
C -2.12 -2.19 3.73
C -3.06 -2.97 4.61
C -0.82 -2.66 3.49
C 0.05 -1.99 2.66
C 1.42 -2.58 2.41
C 1.12 2.10 3.09
C 1.61 0.94 3.94
C 0.87 3.30 3.74
H -0.22 6.49 3.13
H 1.10 6.13 4.25
H -0.53 5.56 4.60
H 0.16 5.29 1.11
H 0.79 4.28 -0.88
H -0.44 3.01 -0.92
H 1.25 2.58 -1.03
H -2.66 -2.53 -1.50
H -4.90 -2.42 -2.57
H -5.73 -0.26 -3.46
H -4.32 1.76 -3.33
H -2.08 1.64 -2.28
H -1.64 1.38 0.85
H -2.36 1.74 2.41
H -3.22 0.75 1.23
H -3.52 -0.65 3.27
H -4.00 -2.44 4.76
H -2.62 -3.16 5.59
H -3.28 -3.95 4.17
H -0.50 -3.59 3.96
H 1.47 -3.60 2.81
H 2.21 -2.01 2.90
H 1.65 -2.65 1.35
H 2.13 0.16 3.37
H 0.80 0.46 4.49
H 2.34 1.31 4.66
H 1.01 3.34 4.82
```

## Properties
ΔE to the lowest compared entry with this formula, charge and spin (kJ/mol): 163.0
E_LUMO (alpha / beta) (eV): -3.2 / -3.1
Charge: +1
HOMO level (alpha / beta) (eV): -10.1 / -9.3
Expectation value of S²: 0.791
Largest force on an atom (eV/A): 2.28
Multiplicity: 2
HOMO-LUMO gap (alpha / beta) (eV): 6.93 / 6.18

What did the fifth record say?
Density functional theory data (the ωB97M-V functional and the def2-TZVPD basis) for a molecular structure, C37H35N4O3TeV.

The geometry in XYZ format:
```
81
C37H35N4O3TeV the ωB97M-V functional and the def2-TZVPD basis
V 0.93 -0.82 -1.88
O -0.59 -2.26 -5.09
C 0.15 -2.02 -4.20
N 0.64 -0.78 -3.74
C 0.98 0.37 -4.43
O 0.68 0.72 -5.53
C 2.04 1.10 -3.58
C 2.75 2.17 -4.06
C 3.85 2.62 -3.35
C 4.21 1.97 -2.19
C 3.44 0.90 -1.76
N 2.35 0.47 -2.42
C 0.81 -3.11 -3.34
C 0.66 -4.45 -3.61
C 1.39 -5.36 -2.86
C 2.26 -4.90 -1.89
C 2.35 -3.53 -1.67
N 1.62 -2.65 -2.36
H 2.43 2.61 -5.00
H 4.43 3.46 -3.71
H 5.08 2.26 -1.63
H 3.70 0.36 -0.87
H -0.01 -4.74 -4.40
H 1.30 -6.42 -3.05
H 2.87 -5.58 -1.31
H 3.02 -3.13 -0.92
C 0.19 5.73 3.80
C 0.48 4.45 3.06
C 0.40 4.39 1.67
C 0.62 3.21 0.96
C 0.55 3.27 -0.55
C 0.91 2.07 1.70
Te 0.95 0.17 0.78
N -0.24 0.61 -0.77
C -0.95 -0.55 -1.12
O -0.44 -1.72 -0.73
C -2.25 -0.45 -1.82
C -3.04 -1.59 -1.91
C -4.29 -1.52 -2.50
C -4.75 -0.32 -3.01
C -3.96 0.82 -2.93
C -2.71 0.76 -2.33
C -0.38 -0.79 2.08
C -1.66 -0.29 2.27
C -2.24 0.97 1.65
C -2.51 -1.02 3.11
C -2.12 -2.19 3.73
C -3.06 -2.97 4.61
C -0.82 -2.66 3.49
C 0.05 -1.99 2.66
C 1.42 -2.58 2.41
C 1.12 2.10 3.09
C 1.61 0.94 3.94
C 0.87 3.30 3.74
H -0.22 6.49 3.13
H 1.10 6.13 4.25
H -0.53 5.56 4.60
H 0.16 5.29 1.11
H 0.79 4.28 -0.88
H -0.44 3.01 -0.92
H 1.25 2.58 -1.03
H -2.66 -2.53 -1.50
H -4.90 -2.42 -2.57
H -5.73 -0.26 -3.46
H -4.32 1.76 -3.33
H -2.08 1.64 -2.28
H -1.64 1.38 0.85
H -2.36 1.74 2.41
H -3.22 0.75 1.23
H -3.52 -0.65 3.27
H -4.00 -2.44 4.76
H -2.62 -3.16 5.59
H -3.28 -3.95 4.17
H -0.50 -3.59 3.96
H 1.47 -3.60 2.81
H 2.21 -2.01 2.90
H 1.65 -2.65 1.35
H 2.13 0.16 3.37
H 0.80 0.46 4.49
H 2.34 1.31 4.66
H 1.01 3.34 4.82
```

## Properties
ΔE to the lowest compared entry with this formula, charge and spin (kJ/mol): 163.0
E_LUMO (alpha / beta) (eV): -3.2 / -3.1
Charge: +1
HOMO level (alpha / beta) (eV): -10.1 / -9.3
Expectation value of S²: 0.791
Largest force on an atom (eV/A): 2.28
Multiplicity: 2
HOMO-LUMO gap (alpha / beta) (eV): 6.93 / 6.18